(1)
Computed, not measured: a 2-piece molecular cluster, C12H19N4O3S overall at a distorted geometry, with ωB97M-V with the def2-TZVPD basis set.

HOMO energy: -12.157 eV
spin multiplicity: 1
total energy: -35682.6990 eV
frontier orbital gap: 8.57 eV
strongest force on any atom: 0.0307 hartree/bohr
total charge: +1

Geometry (Å):
S (0.0269, -1.7739, 3.3033)
O (-0.1206, -3.1740, 3.5408)
O (1.4422, -1.5193, 2.5752)
O (-0.0090, -0.9489, 4.4615)
N (1.1291, -0.3887, -2.1797)
N (1.1949, -1.6980, -1.8212)
N (-0.3952, -3.2116, -0.9191)
N (-0.8681, -0.9571, -1.4745)
C (-1.1760, -1.1961, 2.0988)
C (2.5222, 5.1057, -0.9687)
C (1.2818, 3.0567, -1.1120)
C (-1.8089, -3.5259, 1.1167)
C (0.0916, 3.7625, -0.9992)
C (2.4980, 3.7257, -1.1009)
C (-2.2576, -2.2168, 1.7740)
C (0.1179, 5.1430, -0.8717)
C (-0.0560, -2.0200, -1.3764)
C (1.3331, 5.8127, -0.8531)
C (-1.7540, -3.5128, -0.4221)
C (-0.1112, 0.0238, -1.9533)
H (1.3537, 6.8889, -0.7481)
H (-0.8593, 3.2409, -1.0082)
H (-2.9439, -1.7156, 1.0938)
H (3.4678, 5.6305, -0.9551)
H (1.8831, 0.1694, -2.5520)
H (-0.5308, 1.0020, -2.0980)
H (0.2868, -3.9464, -0.8592)
H (-1.6462, -0.3363, 2.5636)
H (1.2624, 1.9795, -1.2069)
H (2.0217, -2.2683, -1.8680)
H (1.3099, -1.2355, 1.6681)
H (-2.4744, -2.8439, -0.8734)
H (-0.6444, -0.8143, 1.2297)
H (-0.8074, 5.6963, -0.7851)
H (3.4256, 3.1750, -1.1932)
H (-0.8472, -3.8762, 1.4753)
H (-2.5368, -4.2833, 1.3902)
H (-1.9751, -4.5179, -0.7623)
H (-2.8264, -2.4319, 2.6706)

Results of the Löwdin charge analysis, in e, for atoms 1 through 6: number 1, S, carries 0.608; number 2, O, carries -0.264; number 3, O, carries -0.148; number 4, O, carries -0.252; number 5, N, carries 0.095; number 6, N, carries 0.158



(2)
Computed, not measured: a 2-piece molecular cluster, C12H19NO4 overall, with ωB97M-V with the def2-TZVPD basis set.

HOMO energy: -6.947 eV
spin multiplicity: 1
total energy: -22429.4920 eV
frontier orbital gap: 6.21 eV
strongest force on any atom: 0.0117 hartree/bohr

Geometry (Å):
O (0.4660, 1.1200, 2.4554)
O (-1.1448, -1.7278, 1.2303)
O (0.6892, -0.9541, 3.3772)
O (1.1055, 0.1011, -1.5565)
N (2.4728, 2.1098, -0.7969)
C (3.2949, 1.0252, -1.4629)
C (-3.2433, -2.2730, 2.1018)
C (-2.3686, -1.2934, 1.6181)
C (3.5709, 1.3915, -2.9095)
C (-4.5363, -1.9343, 2.4762)
C (-4.0939, 0.3647, 1.9222)
C (0.5835, -0.3405, -2.8089)
C (-2.7936, 0.0343, 1.5391)
C (0.3793, -0.1495, 2.4965)
C (-4.9748, -0.6103, 2.3793)
C (2.4363, -0.2128, -1.2360)
C (-0.1051, -0.7633, 1.1604)
H (1.1037, -1.2336, -3.1570)
H (-4.4182, 1.3945, 1.8467)
H (-5.9794, -0.3407, 2.6751)
H (4.3116, 2.1894, -2.9797)
H (2.7883, 3.0511, -1.0218)
H (2.4609, -0.4281, -0.1626)
H (-5.2083, -2.6988, 2.8462)
H (1.5015, 1.9710, -1.1179)
H (2.6683, 1.7276, -3.4223)
H (2.4480, 1.9996, 0.2242)
H (-0.3272, 0.0358, 0.4510)
H (-2.8931, -3.2940, 2.1799)
H (4.2314, 0.9527, -0.9106)
H (0.7516, -1.3201, 0.7701)
H (2.7970, -1.1013, -1.7558)
H (-0.4658, -0.5778, -2.6499)
H (0.6538, 0.4431, -3.5676)
H (-2.1250, 0.8159, 1.2058)
H (3.9629, 0.5262, -3.4396)

Results of the Löwdin charge analysis, in e, for atoms 1 through 6: number 1, O, carries -0.112; number 2, O, carries -0.033; number 3, O, carries -0.014; number 4, O, carries -0.224; number 5, N, carries 0.230; number 6, C, carries -0.294



(3)
Computed, not measured: one molecule with the formula C12H19NO6, with ωB97M-V with the def2-TZVPD basis set.

HOMO energy: -8.657 eV
spin multiplicity: 1
total energy: -26528.1321 eV
frontier orbital gap: 9.39 eV
strongest force on any atom: 0.0140 hartree/bohr

Geometry (Å):
O (-2.5509, 2.6390, -2.2462)
O (-0.1458, -1.8655, -0.8840)
O (-2.7034, 0.4455, -2.7242)
O (1.0770, -2.1921, 0.9555)
O (2.5061, 1.6323, 0.7905)
O (2.1911, -0.1541, 2.1145)
N (0.0092, 0.4729, -2.0696)
C (-4.0572, 0.3749, -2.2646)
C (-2.0665, 1.6022, -2.6068)
C (1.9685, 0.4195, 1.0779)
C (-0.5875, 1.4143, -2.9753)
C (1.3026, -4.2368, 2.1533)
C (2.4823, 2.9279, 2.8584)
C (0.6230, -1.4333, -0.0307)
C (0.7360, 0.8114, -1.0137)
C (-4.0959, 0.0528, -0.7784)
C (1.1163, -0.0565, -0.0178)
C (3.3200, 2.2176, 1.8038)
C (0.6180, -3.5405, 0.9928)
H (-3.5242, -0.8507, -0.5798)
H (1.8583, 2.2059, 3.3790)
H (1.8450, 3.6766, 2.3935)
H (0.9537, -5.2630, 2.2260)
H (-4.5159, -0.4214, -2.8536)
H (3.9247, 1.4333, 2.2710)
H (2.3788, -4.2317, 2.0068)
H (3.1357, 3.4132, 3.5778)
H (1.0809, -3.7122, 3.0781)
H (-3.6677, 0.8728, -0.2066)
H (-0.5262, 1.0291, -3.9974)
H (3.9668, 2.9213, 1.2749)
H (-5.1240, -0.0975, -0.4625)
H (1.0688, 1.8408, -0.9593)
H (-0.3423, -0.4905, -2.0553)
H (-4.5534, 1.3286, -2.4694)
H (-0.0821, 2.3802, -2.9084)
H (0.8523, -4.0242, 0.0367)
H (-0.4721, -3.5420, 1.1131)

Results of the Löwdin charge analysis, in e, for atoms 1 through 6: number 1, O, carries 0.125; number 2, O, carries 0.065; number 3, O, carries -0.001; number 4, O, carries 0.009; number 5, O, carries -0.039; number 6, O, carries 0.116



(4)
Computed, not measured: one molecule with the formula C12H19P at a distorted geometry, with ωB97M-V with the def2-TZVPD basis set.

HOMO energy (spin up / spin down): -4.718 / -9.086 eV
spin multiplicity: 3
total energy: -22034.2287 eV
frontier orbital gap (spin up / spin down): 5.52 / 6.83 eV
strongest force on any atom: 0.1129 hartree/bohr
<S²>: 2.042

Geometry (Å):
P (-1.9400, -1.2887, -1.2730)
C (0.0321, 1.8926, -0.7356)
C (-1.2916, 3.3696, 0.5505)
C (1.2876, 1.7770, -1.6548)
C (-0.3232, -2.2581, 1.5064)
C (0.5418, -1.5189, 0.4799)
C (-0.3071, -0.7631, -0.5810)
C (1.4034, -0.5866, 1.1814)
C (-1.5990, 0.9873, 0.6532)
C (1.3501, -2.6387, -0.2465)
C (-1.9678, 2.1957, 1.0780)
C (-0.6196, 0.7250, -0.2541)
C (-0.3544, 3.1897, -0.3637)
H (-1.9217, -0.7160, -2.5517)
H (1.9616, -1.2137, 1.8611)
H (-1.0860, -2.8814, 1.1163)
H (-2.7847, 2.3029, 1.7862)
H (0.2984, 4.0038, -0.5716)
H (0.9223, 1.6125, -2.7681)
H (2.3978, -2.7728, 0.1963)
H (2.2003, -0.0643, 0.7235)
H (0.3010, -2.9269, 2.1194)
H (-1.4268, -2.2958, -1.9415)
H (1.4915, -2.4654, -1.4224)
H (-1.6630, 4.2500, 0.8594)
H (0.8558, -3.6013, -0.2864)
H (0.9663, 0.2483, 1.6350)
H (-0.8761, -1.5763, 2.1569)
H (1.8162, 0.8683, -1.2703)
H (0.4668, -0.6519, -1.6141)
H (1.8759, 2.6905, -1.5465)
H (-2.0078, 0.1068, 1.1778)

Results of the Löwdin charge analysis, in e, for atoms 1 through 6: number 1, P, carries 0.875; number 2, C, carries -0.197; number 3, C, carries -0.075; number 4, C, carries -0.042; number 5, C, carries -0.068; number 6, C, carries -0.613



(5)
Computed, not measured: a 2-piece molecular cluster, C12H20 overall at a distorted geometry, with ωB97M-V with the def2-TZVPD basis set.

HOMO energy: -7.208 eV
spin multiplicity: 1
total energy: -12763.2582 eV
frontier orbital gap: 8.02 eV
strongest force on any atom: 0.0915 hartree/bohr

Geometry (Å):
C (2.2099, -1.5089, 0.8295)
C (0.2683, 2.7743, -1.3103)
C (-1.9165, -0.2728, -1.3971)
C (0.6221, 1.4728, 1.0937)
C (0.4534, 1.7152, 2.5820)
C (1.7311, -0.5434, -0.1672)
C (-2.0659, -1.1955, -0.2867)
C (1.1724, 0.5914, 0.1280)
C (-2.4108, -2.4638, -0.3964)
C (-2.0121, -0.5572, 1.1500)
C (2.2054, -0.8295, -1.6471)
C (0.6012, 1.8930, -0.1708)
H (-2.6283, -3.0871, -1.2146)
H (0.5509, 3.7173, -1.0435)
H (1.4027, 1.7839, 2.9508)
H (1.9323, -1.1297, 1.7747)
H (0.0397, 0.8397, 2.9747)
H (0.8179, 2.4334, -2.1961)
H (-2.4734, -3.1052, 0.4712)
H (1.6065, -0.2059, -2.4335)
H (3.3393, -1.3177, 0.9827)
H (-0.8210, 2.7735, -1.6004)
H (-2.8149, -1.0629, 1.6064)
H (-2.7818, -0.3669, -2.1159)
H (2.0866, -1.8719, -1.8872)
H (-2.1090, 0.8516, -1.0538)
H (-1.0111, -0.3743, -1.9089)
H (3.3737, -0.7951, -1.8098)
H (1.9282, -2.5634, 0.6602)
H (-1.1105, -0.8013, 1.5735)
H (-0.0219, 2.7066, 2.7596)
H (-2.1643, 0.4997, 1.1022)

Results of the Löwdin charge analysis, in e, for atoms 1 through 6: number 1, C, carries -0.089; number 2, C, carries -0.026; number 3, C, carries -0.084; number 4, C, carries -0.101; number 5, C, carries -0.003; number 6, C, carries -0.355



(6)
Computed, not measured: C12H20BBr2FINNaO5P as an isolated structure at a distorted geometry, with ωB97M-V with the def2-TZVPD basis set.

HOMO energy: -8.427 eV
spin multiplicity: 1
total energy: -189782.8614 eV
frontier orbital gap: 7.08 eV
strongest force on any atom: 0.0562 hartree/bohr

Geometry (Å):
I (-1.2976, -1.9449, 0.2128)
Br (2.5757, -5.8205, -0.0409)
Br (3.2384, -2.9724, 1.2161)
P (-0.8449, 1.9410, -0.9839)
Na (-2.8745, -1.8343, 2.4035)
F (2.0748, -0.7922, 3.3729)
O (2.5423, 0.0359, 0.2579)
O (-1.6231, 3.0841, -1.5240)
O (0.5868, 2.5344, -0.4788)
O (-0.0648, -0.8996, 3.4673)
O (-1.6446, 1.3553, 0.3075)
N (0.6770, 0.0917, 1.5913)
C (1.8610, 3.7886, 1.1885)
C (-3.3844, 0.8365, 1.7203)
C (-0.6910, 0.6734, -2.3033)
C (1.4973, -4.2705, -0.5665)
C (1.4925, -0.4764, 0.4649)
C (0.9125, -1.3814, -2.0623)
C (-2.9722, 1.7588, 0.5432)
C (0.7717, 0.1293, -2.4960)
C (0.4351, 3.4781, 0.6018)
C (0.3577, -4.5545, -1.5475)
C (1.7557, -3.0576, -0.0641)
C (0.8632, -0.5700, 2.8405)
B (0.8849, -1.7172, -0.4563)
H (-3.0302, 2.8082, 0.8907)
H (-0.6151, -4.4753, -1.0299)
H (-4.4855, 0.7174, 1.6789)
H (2.6278, 3.2076, 0.6449)
H (-0.9917, 1.2046, -3.2278)
H (-1.4188, -0.1544, -2.2032)
H (0.4100, -3.9823, -2.4840)
H (1.5015, 0.8248, -2.0509)
H (0.4479, -5.6235, -1.8350)
H (2.0825, 4.8618, 1.0511)
H (1.9093, -1.7087, -2.4352)
H (-0.0423, 4.4191, 0.2896)
H (0.9621, 0.1570, -3.5910)
H (-3.6423, 1.6032, -0.3231)
H (-2.8350, -0.1171, 1.4977)
H (0.1370, -1.9324, -2.6308)
H (1.0871, 1.0253, 1.7320)
H (-0.1272, 2.9995, 1.4315)
H (-3.0446, 1.2645, 2.6792)
H (1.9379, 3.4851, 2.2505)

Results of the Löwdin charge analysis, in e, for atoms 1 through 6: number 1, I, carries 1.111; number 2, Br, carries 0.627; number 3, Br, carries 0.718; number 4, P, carries 0.564; number 5, Na, carries 0.397; number 6, F, carries 0.108